Here is a cluster of 2 separate species, C3H8S in total from OMol25. Energies are from ωB97M-V/def2-TZVPD.

## Properties
- Strongest force on any atom: 0.71 eV/A
- Total charge: 0
- Energy relative to the best compared isomer or geometry (same formula, charge and spin): 83.80 kcal per mole
- LUMO level: -3.079 eV
- Molecular weight: 76.16 g/mol

The geometry in XYZ format:
```
12
C3H8S ωB97M-V/def2-TZVPD
C -1.37 -0.69 -0.57
C -1.21 0.82 -0.63
C -0.54 1.35 0.63
S 1.77 -0.69 0.43
H -1.79 -1.03 0.38
H -0.36 -1.15 -0.60
H -1.97 -1.12 -1.37
H -0.57 1.06 -1.47
H -2.18 1.32 -0.77
H -0.24 2.38 0.52
H -1.18 1.24 1.51
H 0.42 0.80 0.81
```

Here is a cluster of 3 separate species, C4H10O3 in total at a distorted geometry from OMol25. Energies are from ωB97M-V/def2-TZVPD.

## Properties
- SMILES string: C=CC(=C)O.O.O
- Strongest force on any atom: 4.07 eV/A
- Total charge: 0
- Energy relative to the best compared isomer or geometry (same formula, charge and spin): 87.16 kcal per mole
- LUMO level: 0.022 eV
- Molecular weight: 106.12 g/mol

The geometry in XYZ format:
```
17
C4H10O3 ωB97M-V/def2-TZVPD
C 2.07 -1.00 -0.32
C 1.22 0.03 -0.52
O 0.36 -0.01 -1.57
C 1.17 1.10 0.43
C 0.38 2.15 0.60
H 2.24 -1.73 -1.16
H 2.66 -1.15 0.63
H -0.30 0.71 -1.71
H 1.82 0.81 1.34
H 0.46 2.95 -0.15
H -0.20 2.37 1.46
H -1.99 -2.77 0.23
H -0.74 -1.97 -0.03
O -1.34 -2.19 0.72
H -2.21 -0.40 0.27
H -3.08 0.79 0.18
O -2.51 0.29 -0.41
```

Here is a structure of composition C58H55N3O3P2S3SiTi at a distorted geometry from OMol25. Energies are from ωB97M-V/def2-TZVPD.

## Properties
- Strongest force on any atom: 3.32 eV/A
- Total charge: -2
- Energy relative to the best compared isomer or geometry (same formula, charge and spin): 15.09 kcal per mole
- LUMO level: 3.836 eV
- Molecular weight: 1076.20 g/mol

The geometry in XYZ format:
```
126
C58H55N3O3P2S3SiTi ωB97M-V/def2-TZVPD
Ti 0.08 0.03 -1.37
C 4.84 -0.19 2.43
C 4.32 0.16 1.19
C 3.07 -0.27 0.81
C 2.32 -1.11 1.64
C 2.88 -1.51 2.85
C 4.12 -1.03 3.25
P 0.67 -1.59 0.93
C 0.29 -3.07 1.93
C 0.13 -2.93 3.31
C -0.28 -4.00 4.08
C -0.59 -5.21 3.47
C -0.49 -5.33 2.10
C -0.06 -4.27 1.33
C 1.50 -2.30 -0.55
C 2.35 -3.40 -0.45
C 2.97 -3.88 -1.59
C 2.73 -3.26 -2.81
C 1.91 -2.15 -2.89
C 1.29 -1.60 -1.76
H 5.80 0.19 2.75
H 4.90 0.79 0.52
H 2.67 0.02 -0.16
H 2.36 -2.21 3.49
H 4.52 -1.33 4.21
H 0.27 -1.96 3.77
H -0.40 -3.88 5.14
H -0.92 -6.05 4.07
H -0.78 -6.26 1.61
H -0.01 -4.36 0.25
H 2.53 -3.87 0.51
H 3.63 -4.74 -1.53
H 3.19 -3.66 -3.71
H 1.74 -1.71 -3.87
S -1.54 -1.93 -0.56
C -2.53 -1.73 0.85
S -1.92 -0.98 2.24
C -3.84 -2.23 0.82
C -4.37 -2.91 -0.27
N -4.88 -3.50 -1.13
C -4.71 -2.10 1.90
N -5.47 -2.01 2.77
C 3.03 3.26 1.36
C 1.55 3.62 1.36
O 0.84 2.82 0.47
P 0.37 1.28 0.91
O 0.98 1.39 -2.01
C 0.66 2.65 -2.46
C 1.91 3.48 -2.79
O -1.11 1.32 0.03
C -2.14 2.15 0.54
C -3.51 1.53 0.27
H 3.61 3.99 1.94
H 3.41 3.23 0.34
H 3.15 2.28 1.81
H 1.41 4.67 1.04
H 1.15 3.50 2.37
H 0.09 3.19 -1.68
H 0.03 2.59 -3.37
H 2.55 3.54 -1.92
H 1.61 4.48 -3.10
H 2.46 3.00 -3.61
H -2.07 3.14 0.07
H -1.98 2.27 1.62
H -3.56 1.15 -0.75
H -4.29 2.28 0.40
H -3.69 0.71 0.96
N 0.18 1.48 2.46
S -0.75 2.86 5.38
C 0.98 3.24 5.53
C 1.35 4.34 6.30
C 2.69 4.64 6.47
C 3.67 3.84 5.88
C 3.28 2.78 5.06
C 1.95 2.48 4.86
C -0.92 1.15 5.83
C 0.13 0.34 6.25
C -0.12 -0.96 6.64
C -1.40 -1.47 6.65
C -2.45 -0.67 6.20
C -2.21 0.62 5.78
H -0.21 0.67 2.92
H 0.58 4.95 6.75
H 2.97 5.50 7.06
H 4.71 4.05 6.04
H 4.03 2.18 4.57
H 1.65 1.70 4.19
H 1.14 0.73 6.28
H 0.71 -1.59 6.95
H -1.60 -2.47 7.01
H -3.45 -1.07 6.17
H -3.02 1.23 5.42
C -1.19 -4.36 -5.87
C -1.46 -4.29 -4.51
C -1.46 -3.07 -3.86
C -1.20 -1.88 -4.54
C -0.95 -1.98 -5.90
C -0.94 -3.19 -6.56
Si -1.15 -0.18 -3.61
C -0.18 0.83 -4.99
C 1.21 0.83 -5.01
C 1.92 1.47 -6.00
C 1.25 2.16 -7.01
C -0.13 2.19 -6.99
C -0.83 1.53 -6.00
C -2.91 0.57 -3.98
C -3.80 -0.02 -4.87
C -4.99 0.60 -5.22
C -5.32 1.83 -4.67
C -4.45 2.42 -3.77
C -3.26 1.80 -3.43
H -1.18 -5.32 -6.38
H -1.66 -5.20 -3.95
H -1.68 -3.05 -2.80
H -0.76 -1.07 -6.46
H -0.75 -3.23 -7.63
H 1.75 0.34 -4.20
H 3.00 1.45 -6.00
H 1.80 2.66 -7.79
H -0.67 2.73 -7.76
H -1.91 1.56 -6.01
H -3.54 -0.98 -5.30
H -5.66 0.13 -5.93
H -6.24 2.32 -4.95
H -4.71 3.38 -3.33
H -2.58 2.29 -2.74
```

Here is a structure of composition C11H25ClIInN2OP2 at a distorted geometry from OMol25. Energies are from ωB97M-V/def2-TZVPD.

## Properties
- Strongest force on any atom: 3.73 eV/A
- Total charge: +2
- Energy relative to the best compared isomer or geometry (same formula, charge and spin): 6.95 kcal per mole
- LUMO level: -7.785 eV
- Molecular weight: 540.46 g/mol

The geometry in XYZ format:
```
44
C11H25ClIInN2OP2 ωB97M-V/def2-TZVPD
C -5.86 4.04 2.61
C -5.31 2.97 1.68
H -6.94 4.12 2.42
H -5.41 5.02 2.42
H -5.72 3.76 3.66
O -5.93 2.32 0.87
I -3.16 2.52 1.75
In -0.16 0.46 0.43
P -0.56 -1.67 1.87
C -0.76 -3.39 1.34
C 0.88 -1.72 2.99
H 0.68 -2.34 3.87
H -2.01 -1.95 3.82
H 1.13 -0.69 3.30
H -1.85 -0.23 3.29
H 0.14 -3.69 0.79
H 1.74 -2.12 2.44
C -1.96 -1.27 2.96
H -0.91 -4.06 2.20
H -2.88 -1.32 2.37
H -1.62 -3.46 0.67
P 0.33 1.90 -1.68
C 0.42 1.38 -3.42
C -0.82 3.30 -1.61
H 2.04 2.93 -0.30
H 2.09 3.58 -1.98
H 2.75 1.95 -1.61
C 1.95 2.67 -1.37
H -0.90 3.62 -0.56
H -0.50 4.13 -2.25
H 0.66 2.22 -4.09
H -0.54 0.93 -3.70
H -1.82 2.94 -1.90
H 1.20 0.61 -3.51
Cl 0.94 1.85 2.06
N 2.91 -0.72 -0.34
C 3.73 -1.62 -0.94
C 2.92 -2.52 -1.61
C 1.60 -2.12 -1.37
N 1.60 -1.00 -0.59
H 3.16 0.08 0.25
H 4.80 -1.60 -0.90
H 3.25 -3.37 -2.20
H 0.71 -2.61 -1.72
```

no.,gap between HOMO and LUMO (eV)
1,6.37
2,7.97
3,5.55
4,6.99